# 1
Density functional theory data (ωB97M-V/def2-TZVPD) for an isolated molecule of C5H5F2N3.

```
! wB97M-V def2-TZVPD RIJCOSX def2/J DEFGRID3
* xyz 0 1
C -0.333 0.190 0.100
C 1.099 0.930 -1.506
N 0.094 1.415 -2.205
H 0.891 -0.923 2.508
N -0.705 -0.402 1.275
C -1.130 1.200 -1.770
C 0.934 0.319 -0.343
N -1.394 0.551 -0.609
F 2.342 1.191 -1.911
H 0.563 -2.022 1.116
F -2.179 1.607 -2.518
H -1.695 -0.546 1.255
C 0.134 -1.395 1.890
H -0.432 -2.082 2.535
H 1.809 -0.032 0.183
*
```

LUMO energy = 0.712 eV
HOMO energy = -9.49 eV

# 2
Density functional theory data (ωB97M-V/def2-TZVPD) for a cluster of 13 separate species, C22H73N23O13 in total.

```
! wB97M-V def2-TZVPD RIJCOSX def2/J DEFGRID3
* xyz 0 1
H -0.974 -0.960 -5.514
N 2.488 -0.544 -3.395
H -2.557 2.332 -3.867
H 1.371 -6.458 -2.328
O -3.535 1.728 1.514
H -2.289 4.829 1.106
C 1.067 3.564 -2.482
H 0.045 -4.183 0.608
H 0.290 -1.873 -1.680
O -3.984 -0.901 -4.887
H -4.439 0.666 0.042
H 1.719 -4.956 2.787
N 2.212 -0.566 -5.496
H 1.358 -2.066 1.579
C 5.224 1.953 -0.626
C -0.575 3.880 1.247
H -2.687 1.034 3.221
C -4.412 2.571 1.443
H -1.040 -1.602 4.089
O 0.428 -0.926 -4.126
N 6.132 2.723 -0.040
C 0.333 -0.397 -0.507
H -0.649 -5.428 -1.595
H 3.893 3.058 0.480
H -3.042 -3.290 -1.963
C 1.567 -2.775 2.381
O 0.617 -4.092 -2.711
C 5.573 0.524 2.381
N 2.754 -3.744 -3.189
H -4.103 4.079 -3.125
N -4.693 -2.425 0.103
H -2.391 4.803 -3.160
C 1.605 -0.616 -4.333
H -4.197 -3.304 0.147
N -0.409 0.401 0.235
H 2.337 -0.708 -2.410
N -4.825 -0.262 -0.061
H -0.775 1.492 -2.311
H -0.996 1.356 3.151
H 3.680 -4.139 -3.113
C -0.386 -1.662 3.220
O 0.670 -2.667 3.468
H 2.853 -0.216 2.489
H -0.040 -0.639 3.074
O 5.492 1.074 -1.479
C -2.429 -4.984 -1.106
N 2.019 -5.725 -2.581
H 6.649 0.452 2.538
H 1.998 -4.249 -0.168
N -1.951 -0.865 -5.755
N -4.676 3.249 0.376
H -1.524 -6.660 -0.571
H -3.145 4.421 -1.711
C -4.058 -1.310 -0.227
H 2.622 -5.726 0.640
N -2.381 -4.053 -1.990
N -0.598 1.668 5.452
H 3.473 -0.416 -3.582
H 1.727 3.991 -3.237
C -2.792 -0.980 -4.758
O 4.799 -0.230 3.339
H -2.027 3.287 0.221
N -2.263 -1.245 -3.582
H -4.235 1.841 -2.638
H -1.413 0.338 0.143
H 7.097 2.481 -0.213
H 2.502 -2.767 -3.164
H -0.228 -4.046 2.251
H 3.037 -0.632 4.082
C 1.546 -4.269 1.959
H 0.929 4.402 -1.798
H 2.977 -6.005 -2.734
H -1.217 5.500 2.184
N -0.451 4.844 2.125
H 3.208 -0.404 -5.547
O -0.127 3.238 -3.179
O -3.471 -5.166 -0.450
C 3.368 0.136 3.383
C 2.452 -4.653 0.737
N 0.198 -4.594 1.518
H 3.347 3.182 5.073
H -2.802 -1.241 -2.728
C -2.468 2.640 -2.825
O 1.523 -0.215 -0.700
H 3.421 2.267 2.937
H -4.908 2.377 3.278
H 5.398 0.094 1.394
H -5.410 3.928 0.235
H -5.655 -0.417 0.493
C 2.986 1.608 3.689
H 3.249 1.873 -0.528
H 2.590 -2.631 2.730
C -1.784 1.469 5.021
H -5.722 3.734 2.371
N -1.422 -5.774 -1.045
N -1.701 4.110 0.709
N 4.086 2.285 -0.141
H 3.401 -4.118 0.726
H 5.816 3.217 0.783
H -0.985 -1.880 2.335
C 3.410 2.095 5.139
O -2.969 -1.237 -0.759
H -4.027 3.064 -0.376
H -1.255 -1.186 -3.595
H 1.602 2.778 3.826
H -2.314 -0.683 -6.680
H 1.624 -0.660 -6.311
H 4.444 1.947 5.453
H -1.451 -3.888 -2.349
C -3.082 4.072 -2.742
H -0.998 2.866 -1.292
N 1.582 1.778 3.689
H 5.431 1.603 2.328
H -1.270 -1.485 -0.823
H 1.199 1.627 2.767
N -3.372 1.728 -2.126
H -3.043 0.821 -2.426
O 0.090 2.877 1.148
H 1.435 2.744 -1.866
C -1.081 2.537 -2.328
H -5.565 -2.366 0.610
C 1.748 -4.489 -2.840
H 0.009 1.206 0.678
N -0.267 -1.471 -0.940
H 2.619 1.798 5.827
O -2.855 1.513 5.643
H 0.320 4.867 2.776
H 0.164 1.426 4.834
H -0.527 1.973 6.412
N -1.809 1.136 3.709
N -5.075 2.966 2.475
*
```

LUMO energy = -0.200 eV
HOMO energy = -8.34 eV

# 3
Density functional theory data (ωB97M-V/def2-TZVPD) for a structure of composition H18O9Y.

```
! wB97M-V def2-TZVPD RIJCOSX def2/J DEFGRID3
* xyz 3 1
H -22.052 -4.818 15.543
H -21.830 -6.742 20.444
H -26.062 -7.097 18.787
H -24.903 -7.764 15.350
H -22.511 -4.260 19.364
O -23.101 -4.578 18.661
H -22.211 -6.238 14.948
H -23.591 -3.789 18.373
H -23.927 -8.930 15.507
O -22.362 -5.714 15.756
H -22.492 -8.115 20.229
O -25.286 -6.533 18.942
H -25.560 -5.914 19.640
O -24.901 -5.242 16.522
H -20.089 -6.319 18.620
O -24.137 -8.895 18.359
O -21.508 -8.267 17.000
O -20.730 -5.888 18.031
H -20.208 -5.231 17.541
H -20.553 -8.169 16.851
H -21.699 -9.188 16.759
H -23.930 -9.822 18.149
H -24.595 -8.939 19.216
Y -23.163 -6.721 17.632
H -25.218 -5.288 15.606
O -22.397 -7.235 19.828
O -24.044 -7.996 15.744
H -25.558 -4.687 16.972
*
```

LUMO energy = -9.827 eV
HOMO energy = -23.03 eV

# 4
Density functional theory data (ωB97M-V/def2-TZVPD) for a cluster of 2 separate species, C5H10O in total.

```
! wB97M-V def2-TZVPD RIJCOSX def2/J DEFGRID3
* xyz 0 1
C 0.498 1.876 -0.339
C -1.365 -1.275 0.948
C -0.016 -1.007 1.535
H 1.802 0.092 -0.218
H 1.287 2.624 -0.418
H -0.368 2.204 -0.910
H -1.258 -1.435 -0.124
H -2.035 -0.437 1.121
H 0.893 -1.051 -2.182
H 0.749 -1.804 1.274
H 0.230 1.819 0.715
O 0.247 -0.133 2.314
C 0.985 0.551 -0.819
H -1.787 -2.186 1.368
C 0.500 -0.099 -1.863
H -0.363 0.261 -2.403
*
```

LUMO energy = 1.067 eV
HOMO energy = -9.79 eV

# 5
Density functional theory data (ωB97M-V/def2-TZVPD) for a cluster of 2 separate species, C3H4F3NO3 in total.

```
! wB97M-V def2-TZVPD RIJCOSX def2/J DEFGRID3
* xyz 0 1
N 1.511 -0.059 0.443
C 0.342 0.169 -0.324
H -1.743 -0.970 1.458
O 0.410 -0.406 -1.555
F -1.647 1.241 -0.829
H -0.239 -2.022 0.806
O 1.541 0.526 1.505
C -1.155 -1.370 0.587
H 1.375 -0.894 -1.534
F -0.788 1.858 1.034
C -0.482 1.497 -0.201
O 2.337 -0.758 -0.099
F 0.150 2.521 -0.871
H -1.615 -1.331 -0.420
*
```

LUMO energy (alpha / beta) = -1.481 / -1.422 eV
HOMO energy (alpha / beta) = -9.43 / -9.41 eV

How do the records compare in M? In the order shown, they have 145.11; 867.97; 251.04; 86.13; 159.06 g mol⁻¹.
How do the records compare in F_max? In the order shown, they have 3.5; 6.6; 1.2; 1.3; 4.4 eV/Å.
How do the records compare in energy relative to the best compared isomer or geometry (same formula, charge and spin)? In the order shown, they have 12.0; 99.2; 1.0; 30.3; 136.0 kcal per mole.